[1]
The following is a DFT calculation (ωB97M-V with the def2-TZVPD basis set) of 3 unconnected molecules or ions with the total composition C22H46ClN2O.

## Properties
F_max (hartree/bohr): 0.016
E_tot (eV): -41107.0745
HOMO level (hartree): -0.0663
HOMO-LUMO gap (Ha): 0.1697
M (g mol⁻¹): 390.08

ORCA input file:
```
! wB97M-V def2-TZVPD RIJCOSX def2/J DEFGRID3
* xyz -1 1
Cl -4.97 1.29 -1.02
O -0.99 0.82 -3.43
N 3.23 -1.81 1.09
N -1.42 1.11 3.28
C 3.95 -1.30 -0.06
C 1.78 -1.70 1.01
C -3.12 0.14 -4.35
C 3.67 -4.30 0.69
C 3.75 -3.07 1.60
C 0.17 0.49 -2.70
C 0.13 1.16 -1.32
C -0.52 1.20 4.41
C -4.43 0.38 -3.59
C 0.58 3.41 -2.49
C -1.93 -0.34 -3.53
C -2.24 -0.86 -2.25
C 3.60 0.14 -0.38
C -1.91 -0.22 2.97
C -4.30 1.59 -2.66
C 0.91 0.66 4.25
C 1.06 -2.33 -0.19
C -0.99 -1.15 2.16
C -2.48 -1.41 -1.19
C -0.99 1.90 2.14
C 0.74 2.57 -1.23
C -2.05 2.02 1.06
H 1.38 1.04 3.34
H -3.31 -0.52 -5.21
H 5.02 -1.37 0.17
H 3.24 -3.29 2.54
H 0.27 -0.59 -2.61
H -2.87 -1.90 -0.33
H -3.24 1.78 -2.50
H -0.60 -0.65 1.27
H -2.99 2.41 1.46
H -0.45 2.26 4.69
H 4.27 -5.11 1.12
H 1.04 0.85 -3.27
H 3.71 0.77 0.50
H -4.79 2.47 -3.07
H 4.25 0.52 -1.17
H -0.99 0.70 5.27
H 4.80 -2.90 1.86
H -1.55 -2.02 1.82
H -2.18 -0.70 3.92
H 2.65 -4.67 0.59
H -0.07 1.50 1.68
H -4.76 -0.50 -3.04
H 1.26 3.08 -3.27
H 1.52 0.97 5.10
H -2.26 1.07 0.56
H 1.03 -3.42 -0.12
H -5.22 0.59 -4.32
H 1.36 -2.11 1.94
H 0.23 3.09 -0.41
H 1.80 2.53 -0.97
H 1.52 -0.64 1.03
H -1.71 2.71 0.29
H -0.73 2.90 2.51
H 0.93 -0.43 4.21
H -0.43 3.33 -2.91
H -0.92 1.23 -1.05
H -2.85 -0.12 2.42
H 4.06 -4.10 -0.30
H -2.82 1.11 -4.79
H 0.58 0.50 -0.56
H 2.57 0.23 -0.74
H 0.79 4.47 -2.30
H 1.54 -2.07 -1.13
H 3.79 -1.91 -0.96
H -0.15 -1.51 2.75
H 0.03 -1.98 -0.24
*
```

---

[2]
The following is a DFT calculation (ωB97M-V with the def2-TZVPD basis set) of a molecular structure, C31H50BrCdN5P2 at a distorted geometry.

## Properties
F_max (hartree/bohr): 0.060
E_tot (eV): -133577.8389
Relative energy (zero: lowest compared OMol25 entry of this formula, charge and spin) (eV): 0.000
HOMO level (hartree): -0.5013
HOMO-LUMO gap (Ha): 0.2875
M (g mol⁻¹): 747.04

ORCA input file:
```
! wB97M-V def2-TZVPD RIJCOSX def2/J DEFGRID3
* xyz 2 1
Cd 0.41 0.49 0.46
Br 4.84 -3.28 4.35
P -1.61 0.73 -1.30
P 2.54 0.80 -0.97
N -2.31 2.25 3.58
N -0.19 1.79 4.67
N -3.27 -3.90 -3.53
N -1.88 0.04 4.49
N -0.67 0.77 2.47
C -1.98 -3.75 -3.84
C 4.40 -0.65 -2.48
C 2.82 -4.29 2.53
C -4.52 0.81 -1.43
C 0.35 -2.77 0.24
C -1.39 -3.60 -1.53
C -1.00 -3.55 -2.89
C -3.28 0.08 -0.91
C -3.64 -3.93 -2.25
C -2.90 1.07 4.25
C -1.29 -0.39 3.20
C 2.94 -1.87 2.83
C 3.42 -0.75 -1.32
C 2.16 1.70 -2.53
C -1.81 2.56 -1.47
C 0.38 1.35 3.38
C -0.40 -3.40 -0.53
C 1.92 -1.72 1.92
C -2.40 3.17 -2.74
C -2.45 -0.04 -3.99
C -1.74 1.82 2.28
C 1.78 -4.11 1.62
C 1.35 -2.82 1.27
C 3.40 -3.16 3.11
C 3.54 1.87 0.16
C 3.27 2.67 -2.96
C -1.29 0.12 -3.01
C 5.05 1.76 -0.04
C -0.82 0.63 5.33
C -1.23 2.80 4.42
C -2.74 -3.75 -1.21
H -1.25 0.97 6.29
H -3.33 1.40 5.21
H -3.46 2.89 -2.90
H -1.83 2.93 -3.65
H -3.34 0.02 0.19
H -1.65 3.13 5.38
H 2.65 -1.51 -1.52
H 3.91 -0.35 -3.40
H 3.28 1.57 1.19
H -2.37 4.26 -2.61
H -3.08 -3.70 -0.16
H 4.21 2.14 -3.21
H -3.14 -0.85 -3.71
H -0.80 2.99 -1.31
H 3.37 -1.00 3.32
H -3.27 -0.95 -1.29
H -0.78 3.65 3.89
H -2.10 -0.81 2.58
H 1.14 0.58 3.59
H 5.54 2.38 0.71
H 3.93 -1.08 -0.39
H 0.04 -3.35 -3.16
H -2.42 2.85 -0.60
H 4.85 -1.63 -2.65
H 0.84 2.23 2.89
H -0.54 0.82 -3.43
H -0.05 -0.13 5.52
H -1.71 -3.78 -4.90
H 1.98 0.93 -3.31
H -5.39 0.29 -1.04
H 2.93 3.19 -3.87
H 5.22 0.05 -2.27
H 1.26 -4.94 1.14
H 5.40 0.73 0.10
H -1.32 2.70 1.78
H -0.79 -0.85 -2.88
H 1.21 2.24 -2.38
H -4.61 0.79 -2.53
H 3.46 3.42 -2.19
H -0.52 -1.14 3.39
H 1.59 -0.68 1.77
H 3.20 2.92 0.04
H -4.70 -4.12 -2.04
H -3.68 0.66 3.61
H 3.15 -5.30 2.77
H -4.59 1.86 -1.10
H -2.56 1.38 1.68
H -3.02 0.88 -4.17
H 5.37 2.12 -1.03
H -2.01 -0.33 -4.96
*
```

---

[3]
The following is a DFT calculation (ωB97M-V with the def2-TZVPD basis set) of 7 unconnected molecules or ions with the total composition C44H105ClN7O10P at a distorted geometry.

## Properties
F_max (hartree/bohr): 0.078
SMILES string: CC[C@@H](Cl)[C@@H](O[C@@H](CC=O)[C@H](CC)OCCCCCNC(C)=O)P(C)CC.COC[C@@H](C)N.COC[C@@H](C)N.COC[C@@H](C)N.COC[C@@H](C)N.COC[C@@H](C)N.COC[C@@H](C)N
E_tot (eV): -100039.9546
Relative energy (zero: lowest compared OMol25 entry of this formula, charge and spin) (eV): 3.854
HOMO level (hartree): -0.2843
HOMO-LUMO gap (Ha): 0.3036
M (g mol⁻¹): 958.79

ORCA input file:
```
! wB97M-V def2-TZVPD RIJCOSX def2/J DEFGRID3
* xyz 0 1
Cl 0.60 -3.52 1.28
P 0.69 -0.04 -0.09
O -0.03 2.25 -3.19
O -3.75 2.29 2.16
O -2.55 7.57 2.90
O -0.74 0.21 2.18
O -3.48 -3.97 -1.50
O -5.38 -0.12 3.38
O 3.92 -6.36 -7.64
O 1.36 5.99 -0.83
O 4.14 -4.62 5.01
O -1.22 -6.85 -3.56
N 6.34 -3.02 5.96
N -2.11 4.22 -2.98
N -1.16 -5.70 -0.91
N -1.97 8.39 5.60
N -4.24 -1.93 -0.45
N 3.56 7.77 -1.41
N 3.54 -8.48 -5.73
C -1.84 4.17 3.62
C -2.34 2.09 2.00
C 2.21 8.31 -1.17
C -2.15 0.48 1.97
C 1.37 -2.85 4.52
C -1.03 4.60 -5.13
C 4.47 -5.47 3.93
C 1.03 5.93 0.55
C -4.31 3.14 1.14
C 1.12 7.26 -1.44
C -0.97 -8.11 -0.62
C 4.78 -4.94 6.24
C 6.23 -4.43 6.36
C 2.79 -8.49 -7.00
C -0.29 -7.90 -3.74
C 2.34 -0.93 -0.39
C -0.29 -0.88 1.35
C 0.16 -2.18 3.66
C -3.98 -1.24 -1.74
C -4.20 2.56 -0.35
C -2.94 -0.23 3.19
C 2.16 8.91 0.23
C -4.41 -0.70 2.81
C -2.26 -7.15 -2.62
C 2.63 2.06 -0.09
C -4.17 -4.23 0.83
C -3.87 7.88 2.48
C 7.23 -5.25 5.55
C -1.85 -6.98 -1.14
C 0.07 1.66 -4.48
C -1.96 9.38 4.52
C -1.73 8.71 3.15
C 0.67 -1.91 2.15
C -3.84 0.35 -1.64
C 0.30 3.63 -3.15
C -3.24 10.21 4.60
C 4.77 -6.71 -8.72
C -1.46 2.64 3.24
C -4.75 1.06 -0.53
C -3.92 -3.35 -0.50
C 2.69 -7.08 -7.60
C -0.84 4.57 -3.61
C 3.43 -9.52 -7.94
C 1.19 1.70 0.55
H 3.63 6.90 -0.88
H 2.72 1.71 -1.18
H -0.76 -8.89 -3.68
H 3.02 -9.42 -8.95
H 1.14 9.16 0.52
H -0.96 -8.10 0.48
H 5.90 -2.93 5.05
H -5.81 1.16 -0.98
H -5.43 3.26 1.37
H -0.10 -1.21 4.21
H -2.77 -6.98 -0.55
H 4.19 -4.44 7.02
H -1.79 -4.95 -1.17
H -3.91 8.77 1.86
H 3.21 -10.53 -7.58
H -3.18 -4.73 1.13
H -3.36 10.83 3.70
H 5.36 -5.09 3.41
H -2.18 4.65 2.64
H 0.06 -8.03 -0.95
H -2.01 4.30 -1.97
H -3.89 4.21 1.19
H -0.41 -5.64 -1.60
H -4.13 9.59 4.71
H -2.72 0.56 -1.44
H -0.85 4.70 3.89
H 0.15 -7.79 -4.74
H 8.25 -5.04 5.89
H 1.23 3.83 -3.70
H -1.51 1.96 4.15
H -4.24 7.03 1.90
H -4.97 -5.02 0.61
H -1.63 5.47 -5.41
H 0.80 4.88 0.79
H -3.10 2.54 -0.67
H 1.50 -3.95 4.30
H -1.07 7.91 5.61
H -2.36 -1.13 3.56
H -4.79 3.24 -1.04
H -3.20 10.87 5.46
H 2.05 9.14 -1.88
H -0.87 1.75 -5.01
H 5.42 -7.54 -8.44
H 3.42 1.54 0.55
H 2.58 8.24 0.99
H 2.03 -6.48 -6.96
H 0.51 3.85 -2.10
H -2.61 4.22 4.45
H -2.68 -8.14 -2.81
H 2.23 -7.10 -8.60
H 2.22 -2.04 -0.54
H 0.26 0.59 -4.34
H 1.06 -2.73 5.62
H 1.88 6.23 1.16
H 2.34 -2.27 4.34
H 4.42 -8.00 -5.90
H -3.01 -1.62 -2.22
H -4.10 0.84 -2.64
H 2.80 3.20 -0.12
H 4.51 -9.42 -7.99
H -5.24 -1.86 -0.21
H -1.89 2.59 1.07
H 0.15 6.53 0.79
H 4.21 -6.96 -9.63
H -4.52 7.99 3.35
H -0.70 8.34 3.12
H -2.63 7.66 5.34
H -4.51 -3.61 1.71
H -4.81 -1.50 -2.50
H 2.78 -0.49 -1.35
H -4.69 -1.48 2.04
H 5.75 -2.46 6.57
H -3.05 -6.43 -2.83
H 4.63 -6.50 4.26
H -2.26 3.22 -3.12
H 0.52 -7.81 -3.02
H 4.71 -6.02 6.44
H -1.55 3.72 -5.50
H 7.06 -6.32 5.68
H 0.12 7.63 -1.16
H -2.53 0.14 0.95
H 1.77 -8.83 -6.79
H -4.88 0.48 0.44
H 6.52 -4.52 7.41
H -0.70 -2.92 3.63
H 3.09 -0.67 0.45
H 3.65 -5.45 3.22
H 7.20 -5.02 4.48
H -0.35 2.67 2.94
H 2.75 9.83 0.27
H -0.57 5.58 -3.30
H 0.46 2.50 0.17
H -0.07 4.67 -5.64
H 5.42 -5.85 -8.93
H 0.89 2.08 -5.06
H -1.13 -1.45 0.83
H 3.62 7.47 -2.38
H -3.05 0.48 4.08
H 1.09 7.07 -2.51
H 1.29 1.74 1.69
H -1.12 10.06 4.69
H -1.36 -9.09 -0.93
H 3.05 -7.88 -5.07
H -1.83 9.44 2.33
H 1.73 -1.49 2.26
*
```

---

Q: What is the formula in the third record?
A: C44H105ClN7O10P

---

Q: What is the F_max in the first record?
A: 0.016 hartree/bohr

---

Q: The highest F_max belongs to which entry?
A: C44H105ClN7O10P